Entry 1:
This record from the Open Molecules 2025 dataset describes a cluster of 16 separate species, C48H130N2O18 in total. The level of theory is ωB97M-V/def2-TZVPD.

- HOMO (eV) = -9.064
- LUMO level (eV) = 0.4756
- E_tot (Eh) = -3370.49798
- frontier orbital gap (eV) = 9.54

Geometry as XYZ:
```
198
C48H130N2O18 ωB97M-V/def2-TZVPD
H 0.74 -3.70 0.04
H -4.86 1.69 1.75
H -3.02 4.06 -5.04
C 0.21 0.66 6.15
C -3.02 5.52 1.05
H 0.99 -0.10 6.11
H 2.08 -4.30 6.12
C -4.49 2.04 2.71
C 3.25 4.72 1.63
C 5.63 0.79 0.71
H 3.00 2.96 2.89
H 6.83 -3.60 -1.07
C 6.55 1.85 1.27
H -4.09 -1.48 0.39
H 0.18 -4.44 -2.13
C -0.29 2.14 -2.63
C -1.86 1.31 -5.96
H -1.59 1.32 1.60
H 4.34 2.83 -1.29
C 2.93 -8.94 7.35
H 0.05 -0.50 -0.40
H 5.11 -2.98 -0.97
H 1.81 -3.95 -2.25
H -1.43 4.61 -4.61
H 0.32 -4.56 6.09
H 4.10 3.12 0.96
H 3.83 1.51 -2.09
H 3.42 -12.02 8.42
H 1.66 -2.91 4.22
H -6.14 2.15 -1.26
O 2.67 -0.75 0.17
H -0.86 4.67 -7.00
C -1.27 1.74 -0.49
C 2.59 -4.73 0.33
C 6.01 -3.08 -1.57
H -1.90 5.16 -1.70
H -1.08 2.69 3.61
H -2.69 3.21 -7.44
H 1.06 1.43 0.42
H 5.25 -1.36 0.88
H 4.15 -4.96 -2.39
H -1.46 0.35 -5.62
H -1.69 -2.63 -3.62
O 0.41 -5.76 0.18
H -2.08 2.49 -0.52
H 1.46 -2.23 0.85
C -3.58 -1.78 1.31
H -4.35 6.67 -6.05
H 1.10 0.62 -5.74
O 1.24 -5.03 4.36
C -1.04 2.24 4.60
C 1.20 -4.66 -0.24
H 3.75 -8.63 5.42
H 1.43 -3.84 2.74
H -3.31 -1.89 -3.33
H -0.67 2.75 1.27
H -2.98 7.44 0.03
C 0.31 -0.44 0.66
C -2.23 -1.77 -3.22
O 0.07 0.23 3.82
H 6.28 2.23 2.25
H -0.65 1.16 -2.96
C -4.87 1.64 -3.67
H -4.41 5.11 -6.86
O 2.19 2.24 -5.27
H -3.69 2.78 2.58
C -0.78 1.71 0.98
H 3.43 -1.05 -1.79
C 5.72 -3.60 -2.98
H -2.20 -4.22 -0.23
O 4.77 -2.68 -3.52
H 2.21 4.35 3.54
H -4.31 6.66 -1.67
O 4.28 1.24 0.88
H -2.65 -3.50 2.11
H -0.51 -0.86 1.26
H -1.74 6.92 -1.83
H 6.68 2.64 0.53
H 5.22 -0.41 2.38
H -1.78 6.54 -6.14
N 0.47 0.96 1.10
H 0.28 0.55 2.92
O 3.90 3.18 -3.27
H -2.71 -1.14 1.47
H 1.95 -8.80 5.47
C -5.56 2.62 3.60
C 0.13 1.28 4.76
C -5.05 2.20 -1.20
H 1.35 -6.31 7.46
O 4.30 4.08 0.93
H 4.48 3.93 -3.13
H 2.16 -10.81 8.95
H -5.94 1.42 -3.64
H -4.55 2.00 -4.65
H -1.07 2.06 -6.02
H 1.05 1.85 4.56
H -2.24 -2.01 -1.27
H 2.58 -4.80 1.43
H 3.06 -3.77 0.09
H 2.83 2.51 -4.58
H 1.97 -8.74 7.86
C -3.18 -3.23 1.19
C 1.12 -3.75 3.79
H -7.39 1.91 3.98
H -4.78 -3.92 -0.06
H 2.81 0.25 -5.33
C -4.53 2.62 -2.57
H 0.49 1.39 6.91
C 3.12 4.05 3.00
O -2.29 -3.31 0.07
C -1.81 6.09 -1.13
C 5.75 -0.56 1.43
H -2.87 5.54 -4.12
H -2.46 1.63 -5.09
H 2.03 -1.94 -1.35
H 1.11 5.12 1.42
O -1.77 4.85 -7.28
H -2.08 5.51 1.60
C -6.31 3.79 2.96
H 0.05 -3.50 3.69
H -3.97 1.21 3.19
H -1.93 -0.95 -3.87
C -3.81 6.01 -6.72
H 4.52 -2.99 -4.40
H 2.08 5.15 -0.12
O -5.03 3.89 -2.93
H 7.56 1.41 1.29
C 1.53 -6.34 6.39
C 3.15 -10.97 8.51
H -6.87 3.50 2.06
C 1.17 -4.69 -1.76
H 0.71 -6.98 6.03
C 2.83 -8.35 5.94
O -1.83 -1.40 -1.91
H -4.03 -5.20 0.89
H 5.81 0.68 -0.37
H 1.40 -5.68 -2.16
C -2.42 5.66 -6.30
H 2.53 2.72 -1.75
N 2.80 -6.90 5.97
H 3.86 -10.50 9.20
H -7.05 4.17 3.66
H 3.68 -8.39 7.94
H 1.92 -0.19 -1.72
H -5.15 -4.03 1.66
O -6.50 1.59 3.85
H 3.47 5.78 1.78
H 6.34 -2.04 -1.65
C 1.94 4.68 0.86
H -0.74 0.18 6.38
C -2.41 4.97 -4.92
C -3.02 6.37 -0.21
H -1.69 0.81 -0.87
C 1.59 -1.15 0.99
O -0.13 2.15 -1.22
H 2.95 -6.58 5.02
H 5.76 -5.65 -2.40
H -4.28 -1.66 2.14
H -2.06 0.96 -8.08
H 4.85 -5.33 -3.94
H 1.79 -1.07 2.06
O 3.23 -10.29 7.28
H 3.67 0.54 0.52
H -3.21 4.46 0.86
C -3.78 0.16 -7.12
C -2.69 1.25 -7.23
H -3.80 5.89 1.72
O -4.19 6.02 -0.95
H -5.11 2.95 4.54
H -0.94 3.07 5.30
H -4.53 0.48 -6.40
H -4.80 2.97 -0.46
H 3.94 4.23 3.69
H 1.71 0.67 -4.02
C 5.09 -4.97 -2.94
C -4.36 -4.16 0.92
H 1.67 3.66 0.57
H -3.83 6.53 -7.68
H -1.97 1.69 4.76
C 1.93 0.85 -5.08
H 6.80 -0.76 1.63
H -0.92 5.98 -0.50
H -5.71 4.67 2.71
H -3.35 -0.81 -6.85
H 0.63 2.40 -3.13
H -4.61 1.25 -0.90
O -3.32 2.47 -7.53
H 3.20 -5.54 -0.07
H -1.09 2.85 -2.90
H -3.43 2.68 -2.56
C 2.50 -0.96 -1.21
H 0.51 -5.87 1.13
H 6.64 -3.57 -3.57
C 3.57 2.58 -2.02
H -4.16 -0.02 -8.13
C 1.29 -4.97 5.78
H -4.80 4.51 -2.22
H -4.39 0.66 -3.55
```

Entry 2:
This record from the Open Molecules 2025 dataset describes a cluster of 12 separate species, C48H132N12O12 in total. The level of theory is ωB97M-V/def2-TZVPD.

- HOMO (eV) = -8.943
- LUMO level (eV) = 0.1611
- SMILES = COC[C@H](C)N.COC[C@H](C)N.COC[C@H](C)N.COC[C@H](C)N.COC[C@H](C)N.COC[C@H](C)N.COC[C@H](C)N.COC[C@H](C)N.COC[C@H](C)N.COC[C@H](C)N.COC[C@H](C)N.COC[C@H](C)N
- E_tot (Eh) = -3467.48956
- frontier orbital gap (eV) = 9.10

Geometry as XYZ:
```
204
C48H132N12O12 ωB97M-V/def2-TZVPD
N -35.25 -5.90 5.56
C -20.09 10.85 1.19
H -35.19 -6.04 6.56
C -30.18 5.15 1.65
H -34.49 -2.96 11.87
C -30.75 -4.12 5.25
H -23.43 6.41 2.91
H -20.96 6.44 1.89
C -32.36 10.77 13.67
H -33.91 6.26 13.68
H -23.03 8.50 10.23
H -37.23 -2.17 5.38
C -26.64 7.67 13.64
H -20.32 3.32 18.73
H -26.38 6.61 13.68
H -35.38 2.27 8.09
N -21.52 6.91 1.19
H -30.97 -3.30 4.57
H -29.06 3.04 18.16
H -23.77 8.06 3.30
H -31.16 -2.42 14.61
C -34.97 -5.52 12.30
N -27.34 1.16 18.30
H -20.52 11.78 1.54
H -32.92 10.89 14.60
H -32.22 6.09 13.95
H -32.94 5.37 2.21
C -27.39 2.58 8.16
H -34.68 -3.26 13.57
H -36.79 -1.49 4.00
H -21.62 2.29 19.33
H -19.17 10.55 1.71
C -27.98 1.62 19.51
H -35.61 -5.13 11.51
H -33.32 -4.18 5.92
H -35.67 0.73 5.00
H -31.58 10.04 13.90
C -23.83 0.87 -1.26
H -19.64 11.11 0.24
H -27.14 -4.65 19.62
H -24.27 9.68 9.62
H -29.87 0.73 19.22
H -23.70 1.93 -3.21
H -27.21 9.12 11.95
C -26.75 8.13 12.05
H -29.12 5.13 1.89
H -35.69 -0.12 6.60
H -22.92 3.25 21.41
O -31.68 -5.15 5.15
C -32.03 -3.04 14.39
H -28.62 3.00 12.35
H -25.74 -3.18 18.42
H -27.51 7.87 14.26
H -21.44 -0.13 -4.99
H -26.84 2.41 10.93
H -33.39 -6.83 5.56
N -33.13 -1.15 13.40
H -24.09 -5.15 20.17
H -26.45 1.62 18.17
H -30.73 1.74 1.98
O -27.85 1.33 8.73
C -24.46 -0.43 -0.72
H -22.81 1.06 -0.92
H -28.65 -0.37 19.88
H -27.66 3.70 19.09
H -28.61 7.28 11.94
H -24.58 -4.55 23.06
N -24.65 2.03 -0.79
H -29.25 1.63 12.06
O -30.89 5.56 2.86
H -26.29 0.54 12.28
O -29.41 0.98 21.28
H -34.77 -6.56 12.05
H -20.84 7.44 0.67
H -34.43 2.08 6.61
N -21.19 5.69 20.01
N -34.23 11.06 12.13
H -30.54 -0.66 21.59
H -31.91 11.75 13.53
H -22.73 3.46 16.10
H -30.22 5.82 0.79
H -21.09 3.40 16.53
H -34.68 -6.03 2.87
H -28.91 3.22 0.34
C -23.67 0.91 -2.83
H -32.53 10.06 11.66
H -32.63 -2.97 15.29
H -30.97 2.97 3.20
H -27.22 1.86 20.25
C -21.31 4.28 20.38
O -22.22 3.77 18.10
C -32.72 -2.57 13.12
C -33.17 10.13 12.54
C -26.90 0.43 11.39
H -34.35 8.81 13.68
H -29.31 2.35 9.81
O -25.55 -5.66 21.57
H -25.43 -0.66 -1.16
H -23.78 -1.21 -1.06
H -27.49 -0.47 11.58
H -38.39 0.31 7.33
H -25.27 -6.00 23.55
H -23.02 10.28 10.68
C -33.92 -6.06 5.00
H -27.90 1.38 17.49
H -35.82 -6.73 5.48
C -21.35 9.17 2.17
H -33.87 12.00 12.21
H -20.43 4.05 20.98
C -22.47 -0.05 -4.63
C -24.72 -5.57 22.71
C -26.13 -6.47 18.90
H -24.49 2.02 0.20
H -27.97 7.58 10.61
H -22.06 2.01 17.01
H -31.75 -4.10 14.35
C -33.02 6.83 13.96
H -25.19 -6.88 18.54
H -35.41 3.48 6.87
C -35.40 2.40 7.00
H -29.81 -4.61 4.98
C -22.07 3.09 16.89
H -33.33 -1.18 14.39
H -23.44 4.86 20.79
H -34.38 -7.61 3.62
H -23.73 -5.99 22.54
H -33.04 -6.61 3.10
C -22.63 4.28 21.25
H -24.94 7.09 11.47
C -22.96 7.38 3.04
C -28.62 1.50 9.92
O -32.66 7.80 13.03
O -36.55 1.79 6.36
H -29.12 0.54 10.00
H -34.89 11.00 12.89
H -38.23 -1.38 7.03
C -34.03 -6.58 3.55
C -26.15 -5.03 19.36
H -26.71 2.33 7.34
H -20.51 8.80 2.75
C -25.10 -4.89 20.50
H -21.99 5.81 19.41
H -26.17 0.19 10.62
O -33.75 -4.82 12.43
C -34.00 -3.41 12.73
C -32.25 6.04 2.71
C -27.61 1.66 11.13
H -32.18 6.98 2.15
H -33.10 7.36 14.91
H -21.96 9.83 2.80
C -36.25 0.47 5.88
H -20.47 5.89 19.33
C -30.65 3.74 1.25
H -23.06 8.22 1.12
N -28.35 2.03 12.29
H -29.30 3.42 19.76
H -34.42 8.37 12.07
H -29.32 2.62 2.58
H -24.10 2.85 -1.02
C -38.56 -0.45 6.56
N -29.89 3.24 0.07
H -22.32 7.32 3.92
C -33.71 8.72 12.81
N -25.73 -4.18 18.27
H -31.71 3.71 0.99
H -28.81 -0.87 22.02
H -26.42 -7.14 19.71
O -20.98 9.84 0.94
H -30.02 2.25 -0.10
H -30.67 -3.73 6.26
H -24.66 -0.35 0.34
H -24.56 0.36 -3.12
C -30.37 2.71 2.32
O -24.50 9.16 11.56
H -25.81 8.07 10.25
C -37.62 -0.20 5.43
H -26.83 -6.71 18.09
H -33.97 -0.94 12.87
H -39.60 -0.64 6.32
H -29.91 0.02 23.03
H -26.62 2.98 8.82
H -35.44 -5.62 13.28
C -29.06 0.64 19.94
C -28.52 3.03 19.11
H -32.68 6.21 3.69
H -32.05 -2.64 12.26
H -22.39 4.84 22.15
H -25.82 8.19 14.13
C -33.08 -4.80 5.06
H -26.45 -4.25 17.56
O -22.46 0.30 -3.25
H -38.06 0.39 4.63
N -27.70 7.20 11.50
H -28.12 3.35 7.92
H -23.01 0.61 -5.30
C -23.61 9.40 10.44
N -37.49 -1.45 4.72
H -33.30 -4.08 4.28
C -22.25 7.98 1.81
C -25.41 8.05 11.26
C -29.65 -0.17 21.99
C -21.33 3.32 19.15
H -25.01 -3.88 20.90
H -23.02 -0.99 -4.71
```

Asked for relative energy (zero: lowest compared OMol25 entry of this formula, charge and spin) across the records above, the calculation gives 0.0, 186.4 kcal/mol in order.